Density functional theory data (the ωB97M-V functional and the def2-TZVPD basis) for 2 unconnected molecules or ions with the total composition C14H6N5O7S at a distorted geometry.

Computed properties:
LUMO level, eV: 0.36

```
! RIJCOSX wB97M-V def2-TZVPD def2/J DEFGRID3
* xyz -1 1
H -1.0206 -3.5899 -2.9617
C -0.4350 -5.1984 -1.5878
C 0.0567 -5.4910 -0.2993
N 2.7394 2.4897 0.4348
C 1.3552 2.6981 0.5820
O 3.1809 3.4819 -0.5065
O 0.4034 -0.6526 -2.2884
N -0.9200 6.2062 -1.9709
H -2.2982 3.9378 0.4390
N 0.0854 -0.7940 0.2388
O 0.8471 -1.8656 2.1633
H -0.6577 -6.0103 -2.2831
C -1.2611 3.6049 0.4510
O -3.0743 2.3712 2.0452
C 1.0471 3.7940 -0.2597
H 0.7374 -4.6431 1.6025
C 0.4169 2.0151 1.3315
S -0.4953 -1.0944 -1.2511
C 0.3529 -4.4610 0.5990
N 2.1180 4.2844 -0.9326
O -1.8954 -0.7651 -1.3829
O 3.5278 1.6991 0.9123
C -0.3355 -2.8624 -1.0515
H 0.2075 -6.5293 -0.0012
H 0.7125 1.1472 1.9050
C -0.6397 -3.8630 -1.9776
O -1.5799 1.0655 2.9781
C 0.4090 -1.8837 1.0067
C -0.3149 4.2532 -0.3489
C 0.1515 -3.1337 0.2063
C -0.6268 5.3352 -1.2464
N -1.8992 1.9440 2.1537
C -0.8950 2.5098 1.3002
*
```